20
Properties=species:S:1:pos:R:3:lowdin_charge:R:1 method="wB97M-V/def2-TZVPD" smiles="CC(=O)O.CCCO" e_above_lowest_ev=0.371 molar_mass_da=120.15 charge=0
O -0.326 -0.173 -2.548 0.080
O -0.565 -2.066 -1.347 0.075
C -0.249 -1.379 -2.476 -0.573
C 0.192 -2.307 -3.568 0.001
H -0.842 -1.374 -0.686 0.127
H 0.444 -1.735 -4.476 0.092
H -0.613 -3.020 -3.814 0.094
H 1.082 -2.877 -3.252 0.094
O -1.634 0.606 1.217 -0.091
C 1.262 1.570 1.288 -0.113
C -1.022 1.223 2.351 -0.288
C 0.474 0.957 2.445 -0.260
H -1.295 1.053 0.414 0.082
H 0.954 1.119 0.329 0.063
H 2.343 1.399 1.426 0.075
H 1.081 2.657 1.240 0.079
H -1.543 0.794 3.229 0.120
H -1.211 2.314 2.347 0.118
H 0.636 -0.138 2.478 0.113
H 0.833 1.379 3.404 0.111